No. 1
ORCA calculation (ωB97M-V with the def2-TZVPD basis set) on 2 unconnected molecules or ions with the total composition C27H25BrN4O9S2 at a distorted geometry.

Last column: Löwdin charge in e.
Positions of all 68 atoms, in Å:
O  -2.6863  -2.8615  -1.5826  0.0723
O  2.4140  -2.8514  -0.2354  0.1133
O  -5.2501  0.2316  0.6542  0.0282
O  6.9617  -1.7474  -1.8693  0.1106
O  4.8587  0.1234  -3.8060  0.1167
O  -2.7747  4.2061  -0.6911  0.0525
S  2.1709  -2.1518  -5.0576  0.6923
Br  1.9112  -1.8913  4.5110  0.7437
O  6.4165  0.1433  -0.7493  0.1168
O  2.9093  0.6540  -2.7935  0.1067
O  2.9420  1.4680  2.1608  0.0540
S  0.0040  -2.6321  -3.0686  1.0820
C  -2.0199  -2.9170  -0.5592  -0.4314
C  1.8156  -2.4072  -1.1985  -0.4096
C  -5.3257  1.0838  -0.2236  -0.5546
C  6.1391  -1.0639  -1.2901  -0.5012
C  3.9278  -0.1912  -3.0857  -0.4792
C  -2.4319  3.4052  0.1716  -0.4403
C  1.6760  -2.2681  -3.4683  -1.0345
C  0.3750  -2.5815  -1.3544  -0.3045
C  -0.5894  -2.6696  -0.3517  -0.0433
C  -0.8340  -2.5805  3.9018  -0.1040
C  0.6157  0.9346  2.3523  -0.0164
C  1.5934  1.4609  0.1781  -0.0080
C  0.6107  -2.2740  1.9952  -0.0631
C  -1.9081  -2.8449  3.0423  0.0029
C  -0.6382  0.7409  1.7429  -0.0526
C  0.3364  1.2830  -0.4283  -0.0165
C  0.4273  -2.2926  3.3751  -0.6700
C  1.7334  1.2902  1.5705  -0.3091
C  -0.4400  -2.5887  1.1140  -0.0872
C  -1.6968  -2.8542  1.6641  -0.2015
C  -0.7789  0.9282  0.3539  -0.2433
N  -2.6190  -3.0916  0.6590  0.1730
N  -1.5027  3.7145  1.0860  0.0339
N  2.5161  -2.1167  -2.3610  -0.0214
N  -4.3521  1.9542  -0.4812  0.1077
C  -6.5612  1.1825  -1.0858  0.0028
C  -0.8046  4.9964  1.1630  -0.0447
C  4.7236  -1.5980  -1.1518  -0.0296
C  3.9188  -1.6136  -2.4805  -0.1369
C  -2.1568  0.8933  -0.2702  -0.0831
C  -3.0836  2.0073  0.2496  -0.1885
H  7.3505  0.3016  -0.9621  0.1348
H  3.0996  1.4504  -3.3144  0.1413
H  3.6352  1.6641  1.5292  0.1021
H  -0.9766  -2.5868  4.9787  0.1046
H  0.7389  0.7989  3.4166  0.0994
H  2.4456  1.7457  -0.4183  0.0961
H  1.5930  -1.9654  1.6720  0.0905
H  -2.8946  -3.0543  3.4441  0.1160
H  -1.4930  0.4569  2.3436  0.1263
H  0.2248  1.4470  -1.4919  0.1141
H  -3.6167  -2.9329  0.7639  0.1775
H  -1.2108  2.9821  1.7170  0.1074
H  -4.4928  2.6505  -1.1982  0.1425
H  -6.2964  0.9483  -2.1150  0.0846
H  -6.9641  2.1915  -1.0268  0.0820
H  -7.3005  0.4686  -0.7268  0.0837
H  -0.5855  5.3620  0.1573  0.0861
H  0.1317  4.8808  1.7115  0.0835
H  -1.4337  5.7283  1.6721  0.0852
H  4.8075  -2.6151  -0.7606  0.1382
H  4.2033  -0.9873  -0.4097  0.1227
H  4.4549  -2.2689  -3.1771  0.1581
H  -2.6094  -0.0746  -0.0558  0.1092
H  -2.0656  0.9849  -1.3535  0.1305
H  -3.2885  1.8110  1.3026  0.1487

Properties
**E_HOMO**: -8.59 eV
**SMILES**: O=C(O)C[C@H](C(=O)O)N1C(=O)/C(=C2/C(=O)Nc3ccc(Br)cc32)SC1=S.CNC(=O)[C@H](Cc1ccc(O)cc1)NC(C)=O
**E_LUMO**: -1.9 eV
**ΔE to the lowest compared entry with this formula, charge and spin**: 0.0 kcal/mol
**Frontier orbital gap**: 6.65 eV
**E**: -5310.579439 hartree

---

No. 2
ORCA calculation (ωB97M-V with the def2-TZVPD basis set) on 2 unconnected molecules or ions with the total composition H4N3P at a distorted geometry.

Last column: Löwdin charge in e.
Positions of all 8 atoms, in Å:
N  1.8100  0.5930  0.2744  -0.1463
N  1.6607  -0.6553  -0.2388  -0.1405
N  0.7869  0.3963  -0.6643  -0.4922
P  -0.8248  0.2132  -0.0736  0.7590
H  1.3475  0.9578  1.2001  0.1158
H  0.8657  -1.7954  0.4264  0.1925
H  -1.2406  -0.4136  -1.0847  -0.1829
H  -1.2142  1.4968  -0.4706  -0.1055

Properties
**E_HOMO**: -9.01 eV
**E_LUMO**: 0.0 eV
**ΔE to the lowest compared entry with this formula, charge and spin**: 126.1 kcal/mol
**Frontier orbital gap**: 9.00 eV
**E**: -507.756963 hartree

---

No. 3
ORCA calculation (ωB97M-V with the def2-TZVPD basis set) on a molecular structure, C29H24BMgN7O3.

Last column: Löwdin charge in e.
Positions of all 65 atoms, in Å:
Mg  -2.3074  -0.3677  -1.9313  0.5779
C  -2.8439  4.0989  -1.7280  -0.0880
C  -2.8841  2.7881  -2.1941  -0.0608
N  -2.8761  1.7696  -1.3505  0.0875
C  -2.8357  2.0378  -0.0412  -0.1715
C  -2.7871  3.3507  0.4052  -0.0536
N  -2.7901  4.3812  -0.4348  0.0987
C  -2.8548  0.8515  0.8579  -0.1667
C  -2.8843  0.9234  2.2426  0.0682
C  -2.8998  -0.2589  2.9766  -0.1287
C  -2.9005  -1.4710  2.2925  0.0684
C  -2.8771  -1.4569  0.9059  -0.1650
N  -2.8463  -0.3167  0.2227  0.1090
C  -2.9020  -2.6785  0.0556  -0.1693
C  -2.9147  -3.9736  0.5538  -0.0529
N  -2.9630  -5.0351  -0.2447  0.0987
C  -3.0012  -4.8024  -1.5485  -0.0885
C  -2.9794  -3.5109  -2.0663  -0.0620
N  -2.9263  -2.4613  -1.2631  0.0879
C  -2.9179  -0.2270  4.4568  -0.1763
C  -3.7072  0.6835  5.1500  -0.0119
C  -3.6833  0.6694  6.5362  -0.1325
N  -2.9392  -0.1667  7.2528  0.0662
C  -2.1845  -1.0326  6.5845  -0.1313
C  -2.1389  -1.1064  5.2005  -0.0100
H  -2.8524  4.9274  -2.4247  0.1138
H  -2.9223  2.5505  -3.2501  0.1216
H  -2.7372  3.5881  1.4598  0.1134
H  -2.8761  1.8741  2.7553  0.1170
H  -2.9418  -2.3989  2.8439  0.1177
H  -2.8811  -4.1705  1.6174  0.1134
H  -3.0475  -5.6571  -2.2113  0.1136
H  -3.0051  -3.3119  -3.1306  0.1205
H  -4.3516  1.3789  4.6282  0.1155
H  -4.2995  1.3649  7.0947  0.1089
H  -1.5756  -1.7018  7.1816  0.1093
H  -1.4838  -1.8205  4.7193  0.1169
O  -3.4602  -0.3609  -6.0877  0.0377
C  -3.3343  -0.3791  -4.9071  -0.5554
N  -3.2220  -0.3998  -3.7224  0.0092
C  6.5472  1.1584  -0.3131  -0.0515
C  5.8789  1.0458  -1.6900  -0.5641
C  5.7569  2.4523  -2.2756  -0.0745
C  6.7755  0.2187  -2.6222  -0.0505
C  4.5188  0.3590  -1.5454  -0.1746
C  4.4650  -0.9412  -1.0310  -0.0434
C  3.2717  -1.6369  -0.8700  0.0153
C  2.1146  -0.9879  -1.2413  -0.2330
O  0.8177  -1.4219  -1.1915  0.0744
B  0.0051  -0.3729  -1.6965  -0.3786
O  0.8722  0.7000  -2.0331  0.0800
C  2.1479  0.2958  -1.7495  -0.2149
C  3.3285  0.9913  -1.9130  0.0642
H  7.5198  1.6476  -0.4042  0.0827
H  6.7055  0.1783  0.1373  0.0750
H  5.9306  1.7452  0.3701  0.0892
H  6.7499  2.8969  -2.3626  0.0836
H  5.1561  3.1052  -1.6397  0.0852
H  5.3113  2.4381  -3.2718  0.0863
H  7.7483  0.7020  -2.7382  0.0827
H  6.3205  0.1211  -3.6092  0.0907
H  6.9442  -0.7848  -2.2309  0.0749
H  5.3868  -1.4319  -0.7460  0.1032
H  3.2509  -2.6430  -0.4730  0.1166
H  3.3111  1.9928  -2.3172  0.1141

Properties
**E_HOMO**: -7.89 eV
**E_LUMO**: -1.4 eV
**Frontier orbital gap**: 6.49 eV
**E**: -1953.666051 hartree